Computed, not measured: a 2-piece molecular cluster, C2HBrClIO overall in a non-equilibrium geometry, with ωB97M-V/def2-TZVPD.

XYZ file:
```
7
Properties=species:S:1:pos:R:3:lowdin_charge:R:1
C 0.70 -1.35 1.43 -0.8151
C -0.61 0.02 0.24 -1.2192
O 0.77 -2.47 1.04 0.0450
Cl 1.16 -0.48 2.74 0.7560
Br -0.17 1.70 0.86 0.5608
I -2.63 -0.28 0.69 0.7309
H -0.50 -0.30 -0.75 -0.0583
```

Computed properties:
Energy relative to the best compared isomer or geometry (same formula, charge and spin)   216.3 kJ/mol
Orbital gap   8.57 eV
2S+1   1
Charge   0